Below is a structure of composition C8H11NPSSn in a non-equilibrium geometry, with properties calculated with ωB97M-V with the def2-TZVPD basis set.

```
! wB97M-V def2-TZVPD RIJCOSX def2/J DEFGRID3
* xyz -1 1
C 0.38384 -0.38269 -3.04193
C -0.84361 -1.10013 -3.09087
C -0.62609 -2.39725 -2.53696
C 0.74570 -2.48427 -2.12550
C 1.35715 -1.22255 -2.37711
Sn 1.29844 1.51607 0.59730
P -0.74125 3.16827 0.47468
H 0.54753 0.60445 -3.47235
H -1.77406 -0.75117 -3.53380
H -1.35570 -3.20167 -2.48319
H 2.37813 -0.92942 -2.14823
H 1.21814 -3.34970 -1.66973
H -1.79208 3.04748 1.45232
H -1.33888 3.14801 -0.83031
H -0.21690 4.48130 0.60114
S -1.18747 0.64766 3.73136
C 0.34691 -0.09732 4.13308
C 1.05544 -0.40549 3.00455
N 0.39077 -0.03182 1.81964
C -0.89538 0.36668 2.07639
H 0.68495 -0.25381 5.14425
H 2.02000 -0.87937 2.95305
H -1.65558 0.50672 1.32225
*
```

The energy above the lowest of the compared OMol25 structures with the same formula, charge and spin comes out at 0.0000 eV. As for the largest force on an atom: 2.3 eV/A. As for the highest occupied orbital energy (alpha / beta): -0.0835 / -0.0794 Eh. As for the calculated total energy: -1319.8646 Ha.

Formally, the natural (NBO) partial charges of the atoms, in units of the elementary charge, are as follows:
1. C -0.376
2. C -0.368
3. C -0.366
4. C -0.358
5. C -0.374
6. Sn 0.445
7. P 0.032
8. H 0.176
9. H 0.173
10. H 0.175
11. H 0.177
12. H 0.177
13. H 0.044
14. H 0.029
15. H 0.015
16. S 0.291
17. C -0.480
18. C -0.023
19. N -0.681
20. C -0.367
21. H 0.225
22. H 0.215
23. H 0.221